{"formula": "C5H14O2", "method": "ωB97M-V with the def2-TZVPD basis set", "relative_energy_kcal_mol": 6.9, "homo_energy_ev": -10.19, "smiles": "CC(C)CCO.O", "total_energy_ev": -9506.7019, "lumo_ev": 0.782, "symbols": ["C", "O", "C", "C", "C", "C", "H", "H", "H", "H", "H", "H", "H", "H", "H", "H", "H", "H", "H", "H", "O"], "coordinates": [[1.73107, -0.52766, -0.96735], [2.72198, 0.11149, -0.20389], [0.50655, -0.80490, -0.09536], [0.14489, 0.43688, 0.75236], [-1.02911, 0.15919, 1.71201], [-0.25324, 1.60143, -0.15023], [2.09174, -1.47428, -1.39161], [1.47318, 0.10230, -1.82830], [3.59288, 0.15306, -0.60689], [0.80628, -1.60099, 0.60020], [-0.36577, -1.22420, -0.59138], [1.03452, 0.66900, 1.33651], [-0.82958, -0.63108, 2.43882], [-1.31361, 1.05009, 2.26508], [-1.85602, -0.16360, 1.07713], [-0.95752, 1.28555, -0.91951], [0.61992, 1.99216, -0.68236], [-0.63344, 2.40840, 0.47399], [-2.61044, -1.29443, -0.26676], [-3.79073, -1.41274, -1.13177], [-3.19560, -0.74050, -0.76985]], "nbo_charge": [-0.05, -0.74, -0.41, -0.22, -0.60, -0.62, 0.16, 0.16, 0.48, 0.20, 0.20, 0.22, 0.20, 0.21, 0.19, 0.21, 0.21, 0.21, 0.46, 0.47, -0.93]}